162
Properties=species:S:1:pos:R:3 method="wB97M-V/def2-TZVPD" charge=0 homo_energy_ha=-0.3359 e_above_lowest_ev=10.766 orbital_gap_ev=8.943
C 4.867 -1.568 1.049
C 4.231 -1.852 -0.470
O 2.774 -1.652 -0.532
C 2.410 -0.368 -1.151
C 1.474 0.589 -0.155
O 2.328 0.595 1.073
C 1.430 2.220 -0.487
C 2.101 3.264 0.587
N 3.612 3.335 0.551
C 3.989 3.915 1.931
N -0.070 2.528 -0.298
C -0.678 1.502 0.681
O -1.435 1.774 1.745
C -0.116 0.105 0.035
C -0.113 -1.278 0.914
C -1.541 -1.662 1.621
C -1.192 -2.848 2.747
O -1.542 -2.303 4.101
C -0.236 -1.809 4.650
C 0.378 -0.298 4.298
O 0.516 -2.599 5.459
C -0.889 0.002 -1.410
C -2.525 0.102 -1.322
C -3.150 1.579 -1.664
S -4.729 1.756 -0.634
O -4.366 1.782 0.902
O -5.679 0.507 -0.788
O -5.572 3.202 -0.968
H 5.693 -2.364 1.311
H 4.034 -1.675 1.898
H 5.264 -0.447 1.158
H 4.838 -1.269 -1.299
H 4.453 -3.006 -0.673
H 3.309 0.268 -1.545
H 1.742 -0.616 -2.107
H 3.292 0.725 0.821
H 1.915 2.552 -1.509
H 1.709 4.349 0.280
H 1.692 3.058 1.672
H 3.947 4.044 -0.138
H 5.061 4.385 1.948
H 3.838 3.091 2.774
H 3.214 4.788 2.176
H -0.295 3.527 -0.092
H 0.120 -2.160 0.143
H 0.717 -1.348 1.736
H -2.198 -2.201 0.803
H -2.056 -0.733 2.114
H -0.043 -3.096 2.801
H -1.744 -3.853 2.502
H 1.457 -0.353 3.808
H 0.350 0.425 5.237
H -0.357 0.143 3.476
H -0.622 -1.073 -1.851
H -0.536 0.774 -2.217
H -2.989 -0.249 -0.305
H -2.949 -0.646 -2.150
H -2.418 2.480 -1.504
H -3.506 1.561 -2.794
H -6.428 3.275 -0.442
C -8.887 4.367 -1.635
O -8.925 4.359 -0.220
H -7.979 3.858 -1.969
H -9.761 3.842 -2.027
H -8.876 5.399 -1.994
H -9.740 4.816 0.047
C 8.234 -0.275 1.386
O 7.129 0.058 0.566
H 8.043 -1.236 1.868
H 9.135 -0.350 0.772
H 8.365 0.494 2.151
H 7.327 0.915 0.152
C -12.353 2.453 -1.230
O -11.433 3.038 -0.327
H -13.072 3.212 -1.546
H -11.818 2.075 -2.104
H -12.884 1.637 -0.733
H -10.808 2.341 -0.064
C -4.214 5.274 2.665
O -2.944 4.819 2.236
H -4.113 6.285 3.066
H -4.903 5.288 1.816
H -4.595 4.611 3.445
H -3.065 3.921 1.885
C 5.596 -5.679 -0.773
O 6.496 -4.654 -0.396
H 4.581 -5.275 -0.784
H 5.853 -6.041 -1.772
H 5.652 -6.498 -0.052
H 7.388 -5.041 -0.395
C 5.016 -9.468 -0.137
O 6.094 -8.767 -0.730
H 4.379 -8.758 0.395
H 4.432 -9.966 -0.915
H 5.405 -10.206 0.570
H 6.641 -9.423 -1.194
C 11.558 -1.801 1.766
O 10.384 -2.565 1.970
H 11.507 -1.328 0.782
H 11.629 -1.029 2.536
H 12.432 -2.455 1.809
H 10.457 -2.972 2.850
C -4.642 5.805 -3.916
O -5.816 5.041 -3.712
H -4.693 6.278 -4.900
H -4.571 6.577 -3.147
H -3.768 5.150 -3.873
H -5.743 4.634 -2.832
C -2.405 1.854 6.188
O -1.203 1.945 5.445
H -2.336 1.007 6.873
H -2.550 2.773 6.761
H -3.245 1.701 5.506
H -1.294 2.705 4.846
C -5.009 -3.443 -2.245
O -5.909 -2.940 -1.274
H -5.136 -4.525 -2.320
H -5.223 -2.984 -3.213
H -3.983 -3.219 -1.942
H -5.774 -1.979 -1.229
C -4.004 7.195 -0.160
O -4.923 7.436 -1.210
H -3.446 8.112 0.042
H -4.548 6.896 0.739
H -3.309 6.406 -0.458
H -5.403 6.605 -1.366
C 1.186 -10.422 1.401
O 2.456 -10.877 0.972
H 1.287 -9.411 1.802
H 0.497 -10.408 0.552
H 0.805 -11.085 2.181
H 2.335 -11.775 0.621
C 0.370 -2.792 9.045
O 1.159 -3.481 8.093
H 0.384 -3.346 9.987
H 0.783 -1.793 9.207
H -0.658 -2.718 8.683
H 1.128 -2.967 7.269
C 10.291 -6.867 -1.367
O 9.391 -6.365 -0.397
H 10.164 -7.949 -1.443
H 10.077 -6.409 -2.336
H 11.317 -6.643 -1.065
H 9.526 -5.403 -0.352
C -5.242 7.318 -8.159
O -6.416 6.554 -7.954
H -5.293 7.791 -9.142
H -5.171 8.091 -7.389
H -4.368 6.664 -8.116
H -6.343 6.147 -7.074
C 4.136 -7.384 -4.721
O 5.056 -6.799 -3.819
H 3.417 -6.625 -5.038
H 4.671 -7.762 -5.596
H 3.605 -8.200 -4.225
H 5.681 -7.496 -3.556
C -4.739 9.733 -4.849
O -4.320 9.751 -6.201
H -5.298 8.812 -4.663
H -3.865 9.764 -4.195
H -5.385 10.593 -4.655
H -3.827 10.579 -6.336

35
Properties=species:S:1:pos:R:3 method="wB97M-V/def2-TZVPD" charge=+2 homo_energy_ha=-0.5560 e_above_lowest_ev=0.488 orbital_gap_ev=7.007
Ir 1.332 -0.825 -0.184
N 0.997 -4.483 2.121
C 1.055 -3.243 1.657
S 1.942 -2.992 0.158
N 0.496 -2.267 2.306
N 0.640 -1.064 1.702
C 0.365 -0.006 2.377
C 0.526 1.275 1.717
C 0.156 2.486 2.268
C 0.421 3.649 1.554
C 1.017 3.554 0.307
C 1.337 2.300 -0.191
N 1.104 1.188 0.509
H 1.477 -5.235 1.656
H 0.507 -4.676 2.981
H 0.043 -0.094 3.407
H -0.326 2.514 3.235
H 0.166 4.615 1.969
H 1.234 4.436 -0.280
H 1.799 2.180 -1.162
O 1.670 -0.193 -2.242
C 0.491 -0.039 -3.042
C -0.700 -0.130 -2.145
C -1.938 0.333 -2.547
C -3.031 0.145 -1.719
C -2.861 -0.527 -0.516
C -1.603 -0.958 -0.165
N -0.533 -0.744 -0.960
H 2.441 -0.385 -2.791
H 0.439 -0.836 -3.788
H 0.509 0.919 -3.562
H -2.041 0.827 -3.504
H -4.008 0.499 -2.020
H -3.695 -0.718 0.144
H -1.429 -1.503 0.749

7
Properties=species:S:1:pos:R:3 method="wB97M-V/def2-TZVPD" charge=0 homo_energy_ha=-0.4071 e_above_lowest_ev=3.724 orbital_gap_ev=11.041
C -1.003 0.663 0.079
C -1.621 1.765 0.021
C 1.257 0.374 -0.059
O 0.079 -0.223 -0.133
O 1.503 1.554 -0.040
H -2.117 0.417 0.580
H 1.997 -0.354 0.089

144
Properties=species:S:1:pos:R:3 method="wB97M-V/def2-TZVPD" charge=0 smiles="CCCCCCCCCCCCCC[C@](C#N)([C@H](C#N)CC(N)(N)N)P(C)C.CN(C)C=O.CN(C)C=O.CN(C)C=O.CN(C)C=O.CN(C)C=O.CN(C)C=O" homo_energy_ha=-0.2675 orbital_gap_ev=7.545
C -1.526 -5.450 4.156
C -2.820 -5.388 3.297
C -2.502 -5.600 1.775
C -3.871 -5.439 1.019
C -3.776 -5.724 -0.506
C -2.918 -4.644 -1.259
C -1.739 -5.231 -2.086
C -0.494 -5.641 -1.227
C 0.859 -5.120 -1.784
C 2.027 -5.187 -0.764
C 1.817 -4.319 0.513
C 2.796 -3.102 0.619
C 2.323 -2.045 1.680
C 2.019 -0.639 1.082
C 0.472 -0.377 0.800
C 0.025 -1.507 -0.077
N -0.594 -2.191 -0.716
C 0.377 1.054 0.098
C -0.483 2.064 0.850
N -1.314 2.601 1.378
C 0.047 1.041 -1.410
C -1.464 0.927 -1.794
N -1.526 0.005 -2.951
N -1.910 2.250 -2.320
N -2.338 0.350 -0.763
P -0.431 -0.345 2.462
C 0.615 0.386 3.817
C -1.121 -2.014 2.928
H -1.614 -4.925 5.126
H -1.201 -6.490 4.360
H -0.707 -4.984 3.568
H -3.301 -4.400 3.460
H -3.538 -6.182 3.562
H -2.123 -6.628 1.624
H -1.765 -4.836 1.467
H -4.237 -4.416 1.245
H -4.557 -6.162 1.505
H -4.804 -5.644 -0.916
H -3.363 -6.739 -0.653
H -2.580 -3.894 -0.517
H -3.577 -4.120 -1.983
H -2.105 -6.128 -2.621
H -1.403 -4.464 -2.813
H -0.451 -6.748 -1.156
H -0.648 -5.238 -0.211
H 0.732 -4.098 -2.201
H 1.117 -5.765 -2.653
H 2.953 -4.913 -1.315
H 2.162 -6.247 -0.460
H 2.038 -4.978 1.382
H 0.758 -4.026 0.628
H 3.755 -3.530 0.962
H 2.984 -2.638 -0.364
H 3.170 -1.923 2.385
H 1.492 -2.483 2.261
H 2.489 0.191 1.634
H 2.488 -0.633 0.070
H 1.404 1.469 0.184
H 0.411 2.005 -1.820
H 0.612 0.269 -1.967
H -0.849 0.270 -3.660
H -2.472 -0.052 -3.319
H -2.682 2.053 -2.954
H -2.194 2.882 -1.572
H -2.978 -0.330 -1.178
H -2.961 1.104 -0.466
H 0.854 -0.328 4.631
H 0.028 1.205 4.277
H 1.571 0.831 3.485
H -0.939 -2.196 4.008
H -2.215 -2.034 2.790
H -0.693 -2.840 2.327
C -3.548 5.797 -3.267
O -4.546 6.217 -3.824
N -2.906 6.408 -2.251
C -1.720 5.843 -1.639
C -3.420 7.672 -1.756
H -3.073 4.844 -3.565
H -1.912 5.669 -0.576
H -0.894 6.546 -1.751
H -1.454 4.898 -2.113
H -4.444 7.534 -1.403
H -3.428 8.403 -2.566
H -2.797 8.037 -0.942
C 1.211 8.072 -2.178
O 0.044 8.306 -2.435
N 2.268 8.752 -2.664
C 3.631 8.411 -2.310
C 2.030 9.861 -3.571
H 1.500 7.251 -1.499
H 4.106 9.268 -1.828
H 4.187 8.152 -3.215
H 3.650 7.564 -1.626
H 1.414 10.611 -3.073
H 1.493 9.502 -4.451
H 2.974 10.308 -3.876
C -4.615 -7.967 5.539
O -3.455 -7.762 5.239
N -5.243 -7.440 6.613
C -6.632 -7.727 6.913
C -4.498 -6.558 7.494
H -5.267 -8.622 4.934
H -7.202 -6.796 6.917
H -6.702 -8.197 7.897
H -7.055 -8.399 6.168
H -4.136 -5.700 6.926
H -3.638 -7.093 7.900
H -5.134 -6.216 8.308
C 0.927 6.894 1.714
O 1.202 8.080 1.702
N 1.132 6.053 2.749
C 0.771 4.650 2.676
C 1.729 6.571 3.966
H 0.473 6.393 0.840
H 0.046 4.421 3.459
H 1.667 4.039 2.823
H 0.334 4.416 1.711
H 1.102 7.369 4.368
H 2.713 6.987 3.740
H 1.829 5.777 4.703
C 6.220 -1.691 -0.729
O 5.337 -1.826 0.097
N 6.073 -1.866 -2.061
C 7.174 -1.688 -2.987
C 4.771 -2.246 -2.580
H 7.246 -1.404 -0.443
H 6.921 -0.902 -3.703
H 7.351 -2.622 -3.524
H 8.081 -1.405 -2.456
H 4.036 -1.483 -2.311
H 4.464 -3.194 -2.134
H 4.812 -2.348 -3.662
C 3.227 3.784 -3.850
O 2.960 3.242 -2.793
N 2.521 3.656 -4.996
C 2.905 4.337 -6.216
C 1.339 2.811 -5.003
H 4.102 4.447 -3.957
H 2.095 4.996 -6.535
H 3.098 3.599 -6.998
H 3.805 4.931 -6.059
H 0.625 3.184 -4.265
H 1.625 1.794 -4.727
H 0.881 2.808 -5.989